Entry 1:
Below is the molecule C3H4N2O, with properties calculated with wB97M-V/def2-TZVPD.

Properties
gap between HOMO and LUMO = 7.59 eV
net charge = 0
E_tot = -8199.33713 eV
relative energy (zero: lowest compared OMol25 entry of this formula, charge and spin) = 104.9 kcal per mole
LUMO level = -0.1 eV
E_HOMO = -0.2826 Ha

Last column: Löwdin charge in e.
Positions of all 10 atoms, in Å:
N  1.58273  0.21744  0.12812  0.1926
C  0.14252  0.05552  0.03589  -0.4760
C  -0.61686  1.00277  0.61480  -0.1110
N  -1.93476  0.49855  0.31144  0.0298
C  -1.78559  -0.58853  -0.35413  -0.2407
O  -0.49070  -0.98097  -0.59681  0.0264
H  2.09728  -0.46426  0.69599  0.1625
H  2.09494  0.38239  -0.74476  0.1626
H  1.46545  1.11639  0.65913  0.1334
H  -2.55502  -1.23930  -0.74967  0.1203

Entry 2:
Below is the molecule C3H7NO3 at a distorted geometry, with properties calculated with wB97M-V/def2-TZVPD.

Properties
gap between HOMO and LUMO = 10.62 eV
net charge = 0
E_tot = -10855.32271 eV
relative energy (zero: lowest compared OMol25 entry of this formula, charge and spin) = 70.2 kcal per mole
LUMO level = 0.6 eV
structure (SMILES) = CN(C)OC(=O)O
E_HOMO = -0.3685 Ha

Last column: Löwdin charge in e.
Positions of all 14 atoms, in Å:
C  -0.09419  -1.36866  -0.93255  -0.0904
C  -1.24665  -0.46256  0.99115  -0.0903
N  -0.59036  -0.18431  -0.26720  -0.0962
C  0.87441  1.71811  -0.28499  -0.6260
O  0.83644  0.50219  0.26412  0.0053
O  1.99782  2.38670  0.07741  0.1246
O  0.02614  2.20827  -1.02273  0.0879
H  2.50270  1.78845  0.65348  0.1203
H  -0.96133  -1.95803  -1.26253  0.1010
H  0.44464  -1.08233  -1.83962  0.0933
H  -1.53783  0.47633  1.46948  0.0934
H  -0.62835  -1.04634  1.68007  0.0880
H  0.55713  -1.97838  -0.29871  0.0880
H  -2.18055  -0.99946  0.77263  0.1010

Entry 3:
Below is a structure of composition ClFeNO3Pt at a distorted geometry, with properties calculated with wB97M-V/def2-TZVPD.

Properties
gap between HOMO and LUMO (alpha / beta) = 6.41 / 5.46 eV
net charge = +2
E_tot = -57758.19260 eV
<S²> = 12.026
multiplicity = 7
LUMO level (alpha / beta) = -12.0 / -12.5 eV
E_HOMO (alpha / beta) = -0.6755 / -0.6606 Ha

Last column: Löwdin charge in e.
Positions of all 7 atoms, in Å:
Fe  2.85120  2.56889  -1.60939  1.2554
Pt  -1.16645  0.68813  -1.80259  0.7328
N  -0.56985  -1.06373  0.99381  -0.4271
O  -1.29075  -0.18484  0.41658  -0.1029
O  -0.87977  -1.32364  2.24857  0.3461
O  -0.06338  -1.90331  0.21249  0.1598
Cl  1.11899  1.21850  -0.45947  0.0359

Entry 4:
Below is the molecule C4H9NO at a distorted geometry, with properties calculated with wB97M-V/def2-TZVPD.

Properties
gap between HOMO and LUMO = 10.39 eV
net charge = 0
E_tot = -7830.12081 eV
relative energy (zero: lowest compared OMol25 entry of this formula, charge and spin) = 50.7 kcal per mole
LUMO level = 0.9 eV
structure (SMILES) = CCNCC=O
E_HOMO = -0.3472 Ha

Last column: Löwdin charge in e.
Positions of all 15 atoms, in Å:
C  -2.27489  0.24634  -0.14389  -0.1035
C  -1.01708  -0.52096  0.19463  -0.2959
N  0.13243  0.11768  -0.50767  -0.0845
C  1.47616  -0.28642  0.03460  -0.1799
C  2.44804  0.85583  0.18047  -0.2515
O  3.36264  0.74945  0.96167  0.0340
H  -2.08290  1.27382  -0.43625  0.0700
H  -3.04676  0.31224  0.63694  0.0710
H  -2.74560  -0.35866  -0.91848  0.0654
H  -1.00262  -1.58714  -0.08324  0.1126
H  -0.86391  -0.56357  1.27273  0.1012
H  0.20473  -0.36149  -1.39880  0.0938
H  1.20456  -0.68303  1.01640  0.1125
H  1.98059  -1.06112  -0.58049  0.1304
H  2.22462  1.86702  -0.22862  0.1243

Entry 5:
Below is the molecule C9H13NS at a distorted geometry, with properties calculated with wB97M-V/def2-TZVPD.

Properties
gap between HOMO and LUMO = 7.82 eV
net charge = 0
E_tot = -21862.91900 eV
relative energy (zero: lowest compared OMol25 entry of this formula, charge and spin) = 133.0 kcal per mole
LUMO level = 0.5 eV
structure (SMILES) = C=[S@](N)(=CC)c1ccccc1
E_HOMO = -0.2673 Ha

Last column: Löwdin charge in e.
Positions of all 24 atoms, in Å:
C  -3.81133  -0.07228  0.13627  -0.0791
C  -3.04773  -1.09878  0.72039  -0.0898
C  -3.16628  0.86877  -0.64614  -0.0787
C  -1.69178  -1.07026  0.56403  -0.0967
C  -1.78167  0.88050  -0.85838  -0.0622
C  -1.06624  -0.03908  -0.08039  -0.3069
C  1.30288  0.67135  -1.80254  -0.2789
C  1.66547  -1.22823  0.20208  -0.3960
C  3.14255  -0.87065  0.24141  -0.2113
N  0.76435  1.68048  0.79375  -0.1421
S  0.75831  0.15946  -0.24826  0.9402
H  -4.88246  -0.32690  0.32125  0.1182
H  -3.52090  -1.97224  1.25277  0.1289
H  -3.75496  1.63085  -1.20529  0.1183
H  -1.22537  -1.74755  1.20682  0.0949
H  -1.37359  1.62612  -1.48358  0.0975
H  2.24346  0.17918  -2.01962  -0.0176
H  1.39361  1.72182  -1.98194  -0.0146
H  1.38897  -1.81207  1.03766  0.0256
H  3.37031  -0.33973  -0.69164  0.0345
H  3.41066  -0.24022  1.12852  0.0727
H  3.71550  -1.81491  0.30341  0.0725
H  0.44112  1.62334  1.74118  0.0270
H  1.60942  2.24731  0.62613  0.0435

Entry 6:
Below is a cluster of 3 separate species, C6H17N5 in total at a distorted geometry, with properties calculated with wB97M-V/def2-TZVPD.

Properties
gap between HOMO and LUMO = 8.85 eV
net charge = +2
E_tot = -13931.31462 eV
relative energy (zero: lowest compared OMol25 entry of this formula, charge and spin) = 28.5 kcal per mole
LUMO level = -5.8 eV
E_HOMO = -0.5376 Ha

Last column: Löwdin charge in e.
Positions of all 28 atoms, in Å:
C  -3.75049  3.73091  -3.11469  -0.1717
C  -1.07140  2.52316  -2.91541  -0.3135
C  3.45992  -4.09982  4.05568  -0.0800
C  3.58472  -4.71715  2.68751  0.0116
C  -1.69932  0.11010  -3.41195  -0.1147
C  2.77660  -2.58701  5.64732  -0.0502
N  -0.87756  3.72753  -2.77251  0.0859
N  -1.31116  1.35229  -2.90686  0.0657
N  -3.38524  4.12580  -1.91065  0.1829
N  -3.38449  4.25889  -4.26743  0.2243
N  2.94895  -2.94836  4.27090  -0.0087
H  -4.36713  2.89710  -3.03330  0.1402
H  3.67457  -4.68040  5.03983  0.1853
H  3.30204  -4.05749  1.93848  0.0627
H  2.81242  -5.49537  2.74552  0.1187
H  4.65964  -4.97707  2.75875  0.1234
H  -0.97709  -0.72847  -3.08607  0.1164
H  -2.68134  -0.18377  -2.96008  0.0938
H  -1.88108  -0.01899  -4.46619  0.0768
H  1.67511  -2.47214  5.76954  0.1153
H  3.34362  -3.36592  6.25548  0.1209
H  3.12226  -1.52505  5.93205  0.1335
H  0.01009  4.13661  -3.14492  0.1117
H  -3.32870  3.38778  -1.21174  0.1466
H  -2.74293  4.86235  -1.76516  0.1082
H  -3.70659  4.08521  -5.16939  0.1191
H  -2.71518  4.98507  -4.38816  0.1282
H  2.50979  -2.32577  3.42345  0.2674